DFT (the ωB97M-V functional and the def2-TZVPD basis) results for a cluster of 6 separate species, C32H81N5O12 in total at a distorted geometry.

```
130
Properties=species:S:1:pos:R:3:forces:R:3:lowdin_charge:R:1
C 2.23208 -3.38891 -2.59303 0.5 0.2 0.5 -0.081
O 0.99368 -3.42611 -1.90818 -0.3 -0.9 -0.2 -0.225
C -0.12137 -3.37988 -2.78611 -0.7 0.7 -0.2 -0.204
C -1.36260 -4.04404 -2.21025 1.1 -0.9 1.5 -0.178
N -1.54617 -3.61908 -0.82173 -0.8 0.3 0.6 -0.076
C -2.65939 -4.30952 -0.15370 -0.2 1.1 -0.2 -0.173
C -2.64421 -4.06437 1.35228 -0.3 -0.5 -0.2 -0.223
O -1.48332 -4.67891 1.86677 0.7 0.0 -0.1 -0.180
C -1.05209 -4.10280 3.07684 -0.3 0.0 0.6 -0.096
H 2.20568 -2.63028 -3.37992 0.1 -0.1 -0.1 0.093
H 2.55088 -4.36076 -2.98084 -0.4 0.0 -0.2 0.093
H 2.97944 -3.11866 -1.84504 0.0 0.2 -0.1 0.096
H 0.09163 -3.84211 -3.75256 0.2 0.1 0.0 0.128
H -0.34667 -2.31061 -2.90436 0.0 -0.1 -0.5 0.118
H -1.23276 -5.13682 -2.20191 0.0 -0.1 -0.4 0.121
H -2.26254 -3.82645 -2.78246 0.1 0.3 -0.1 0.130
H -0.75772 -3.75672 -0.19376 0.5 -0.1 -0.7 0.117
H -2.64521 -5.38277 -0.37494 0.0 -0.1 0.2 0.121
H -3.58906 -3.88425 -0.54662 -0.1 -0.2 0.0 0.119
H -3.55596 -4.49681 1.78288 0.0 -0.3 0.1 0.128
H -2.69931 -3.01633 1.65871 0.3 0.2 -0.5 0.094
H -0.90765 -3.02488 2.96458 -0.2 0.1 0.1 0.063
H -0.10778 -4.49730 3.45201 0.1 -0.4 -0.6 0.090
H -1.78667 -4.33479 3.85726 -0.1 0.4 0.1 0.094
C -4.66932 -1.00993 1.14290 0.0 1.1 0.2 -0.082
O -5.19697 -0.83170 2.45355 0.0 -0.1 0.1 -0.208
C -4.35920 -0.12202 3.34515 0.5 0.5 0.0 -0.233
C -5.10557 0.69565 4.39150 -0.5 -0.2 -0.3 -0.217
N -5.58666 -0.04948 5.56214 -0.6 -0.4 -0.4 -0.044
C -6.57035 -1.08753 5.12584 0.2 0.4 -0.1 -0.199
C -6.94802 -2.06853 6.22155 0.1 0.5 -0.9 -0.235
O -7.77700 -1.47318 7.19149 0.0 0.0 0.5 -0.186
C -7.14291 -0.98076 8.36472 0.6 -0.9 -0.4 -0.105
H -4.95875 -0.14184 0.53965 -0.4 -0.2 -0.3 0.095
H -5.07848 -1.93996 0.76435 0.1 0.0 -0.3 0.087
H -3.58062 -0.95198 1.07206 0.1 -0.6 0.4 0.054
H -3.76287 0.63074 2.81400 0.1 -0.2 -0.3 0.099
H -3.64433 -0.81754 3.80037 0.0 0.0 0.2 0.126
H -5.93708 1.18816 3.86194 -0.1 -0.1 -0.1 0.125
H -4.45695 1.52147 4.68916 0.1 -0.2 0.4 0.102
H -6.21217 0.59267 6.04333 0.5 0.2 0.4 0.095
H -6.18197 -1.65288 4.27835 0.1 0.1 0.1 0.106
H -7.45583 -0.53932 4.78063 -0.2 -0.4 -0.2 0.125
H -6.00647 -2.49296 6.59048 -0.2 0.0 0.5 0.121
H -7.53216 -2.86321 5.75150 0.0 -0.1 0.1 0.120
H -6.13082 -1.39399 8.43389 0.1 0.2 -0.1 0.082
H -7.66285 -1.38897 9.23024 -0.3 0.5 0.1 0.082
H -7.06222 0.10411 8.34402 -0.2 0.1 0.2 0.078
C 3.60223 1.75572 -0.06955 -0.9 0.2 -0.1 -0.111
O 4.59943 2.73852 -0.03336 0.4 -0.3 0.4 -0.199
C 4.13438 4.06999 -0.14430 -0.5 -0.3 -0.1 -0.228
C 5.36211 4.92447 -0.42804 -1.2 0.3 -0.6 -0.228
N 6.26322 4.78984 0.69778 0.8 -0.5 -0.5 -0.050
C 7.65122 5.19855 0.41258 -0.8 0.5 0.0 -0.207
C 8.46416 4.94919 1.65899 -0.1 -1.1 -0.1 -0.216
O 8.44094 3.53154 1.84646 -0.5 -0.6 0.0 -0.212
C 9.28417 3.05539 2.86837 0.9 0.9 -0.1 -0.114
H 2.71791 2.04999 0.51062 0.1 0.1 0.1 0.080
H 3.94232 0.81010 0.34443 0.4 0.1 -0.1 0.087
H 3.24572 1.60261 -1.09534 0.1 -0.1 -0.1 0.087
H 3.61000 4.41112 0.75982 0.4 -0.2 0.3 0.126
H 3.33057 4.08325 -0.89539 0.5 0.4 -0.5 0.117
H 5.01793 5.95126 -0.59744 0.2 0.1 0.5 0.117
H 5.72867 4.63511 -1.42478 0.5 -0.3 0.2 0.119
H 6.36895 3.78165 0.81113 -0.4 0.1 0.4 0.097
H 7.64941 6.26647 0.17295 0.2 0.0 0.0 0.120
H 8.02983 4.63535 -0.44883 0.3 0.1 0.0 0.122
H 7.93611 5.39825 2.50513 0.3 0.3 0.1 0.126
H 9.51414 5.24244 1.57270 -0.1 0.5 0.0 0.123
H 9.45916 3.87523 3.57433 0.0 -0.2 0.3 0.083
H 10.25954 2.78996 2.44120 0.0 0.0 0.0 0.085
H 8.92575 2.18262 3.40948 -0.6 0.1 -0.3 0.083
C 2.65760 -3.33231 -9.78172 0.0 -0.2 -0.2 -0.127
O 1.85602 -2.45985 -9.03750 -0.3 0.0 0.4 -0.197
C 2.11855 -1.08916 -9.28192 0.6 -0.3 -0.1 -0.229
C 1.49858 -0.24830 -8.18869 -0.5 0.3 -0.2 -0.213
N 0.05922 -0.29975 -8.31675 -0.7 -0.1 -0.6 -0.085
C -0.75331 0.55971 -7.46524 0.8 -1.1 0.0 -0.183
C -0.65202 0.19048 -5.97123 -0.7 1.2 -0.2 -0.224
O 0.24408 1.10602 -5.36249 -0.3 -0.8 0.2 -0.202
C 0.25435 1.04173 -3.93902 0.1 1.3 -0.8 -0.104
H 2.38837 -3.36416 -10.84434 0.0 0.2 0.0 0.088
H 2.50951 -4.34068 -9.39820 0.0 0.0 0.1 0.086
H 3.71667 -3.06627 -9.69760 0.0 0.0 0.0 0.085
H 1.72927 -0.82797 -10.27238 -0.1 0.2 0.1 0.127
H 3.21025 -0.95671 -9.29831 0.0 0.2 0.0 0.118
H 1.77565 0.80149 -8.32855 0.2 -0.1 -0.1 0.126
H 1.87596 -0.54204 -7.19912 0.1 -0.2 0.0 0.119
H -0.29023 -1.24770 -8.34491 0.1 0.0 0.1 0.106
H -1.79879 0.48730 -7.76691 0.1 -0.1 -0.2 0.111
H -0.41910 1.57448 -7.68192 -0.1 0.2 0.5 0.119
H -0.39842 -0.86411 -5.82067 0.4 0.0 -0.1 0.119
H -1.65456 0.30447 -5.53177 0.1 0.1 0.2 0.113
H 0.90447 0.24442 -3.57500 -0.2 -0.1 0.2 0.078
H -0.75772 1.03211 -3.52296 0.0 -0.5 0.0 0.082
H 0.63982 2.03796 -3.70190 0.4 -0.3 0.6 0.087
C 2.18490 -0.70323 3.45740 0.2 -0.5 0.2 -0.102
O 1.21188 0.30197 3.60952 0.3 0.1 0.2 -0.192
C -0.01248 -0.22055 4.06977 -0.5 -0.1 0.1 -0.223
C -0.95591 0.96064 4.21944 -0.5 0.6 -0.6 -0.184
N -1.14308 1.53075 2.89518 0.4 -0.4 -0.7 -0.062
C -1.77973 2.82026 2.79729 0.1 0.3 0.7 -0.217
C -2.01428 3.24318 1.37041 0.2 0.3 -0.3 -0.231
O -0.76381 3.31545 0.71150 0.2 -0.3 0.1 -0.204
C -0.84724 3.33819 -0.70430 0.1 -0.3 0.8 -0.093
H 1.86629 -1.49841 2.77477 -0.2 0.1 -0.1 0.083
H 2.40359 -1.15663 4.43119 0.0 -0.1 0.0 0.088
H 3.11670 -0.29628 3.07152 -0.1 0.3 0.0 0.087
H 0.04817 -0.76974 5.01954 0.4 0.2 0.1 0.128
H -0.34941 -0.95442 3.32602 -0.4 0.2 0.0 0.100
H -0.52651 1.70921 4.90330 0.1 -0.2 0.2 0.125
H -1.96296 0.71796 4.57177 0.3 -0.4 0.4 0.103
H -0.21354 1.56748 2.48713 -0.2 0.3 -0.3 0.094
H -1.20468 3.60325 3.31773 0.1 0.1 -0.1 0.125
H -2.74249 2.81033 3.32114 -0.1 -0.2 -0.1 0.110
H -2.47572 4.23843 1.36342 -0.1 0.0 0.0 0.125
H -2.68730 2.55721 0.84247 0.0 -0.2 0.1 0.117
H -1.38967 4.23659 -1.00935 0.0 -0.1 -0.4 0.092
H -1.31152 2.40913 -1.05408 -0.3 0.2 -0.2 0.079
H 0.18224 3.33862 -1.05933 0.0 0.2 -0.1 0.080
C -1.12947 -0.48764 0.11139 -0.8 0.2 -0.1 -0.246
C 0.36029 -0.24848 -0.09585 -0.8 -0.1 -0.2 -0.228
O 1.12057 -1.44422 -0.02999 0.0 0.3 -0.5 -0.070
O -1.88902 -0.77852 -1.06939 0.7 -0.1 -0.3 -0.107
H -1.57375 0.42818 0.50883 0.1 -0.2 0.3 0.086
H -1.33408 -1.33759 0.77274 0.4 0.3 0.5 0.097
H 0.72340 0.46432 0.64447 0.1 -0.3 0.3 0.098
H 0.41202 0.28874 -1.05282 0.4 -0.2 -0.2 0.105
H 0.90035 -2.00865 -0.80403 0.2 0.2 0.6 0.044
H -1.74922 -1.73922 -1.20734 -0.3 0.1 0.2 0.029
```
Positions in Å, forces in eV/Å.

Summary:
- total charge = 0
- SMILES string = COCCNCCOC.COCCNCCOC.COCCNCCOC.COCCNCCOC.COCCNCCOC.OCCO
- frontier orbital gap (eV) = 9.0
- HOMO (eV) = -8.456
- LUMO level (hartree) = 0.0213
- DFT total energy (eV) = -66510.44302